1.
DFT (ωB97M-V/def2-TZVPD) results for a molecular structure, C44H77BrN2O9S2 at a distorted geometry.

The geometry in ORCA input format:
```
! wB97M-V def2-TZVPD RIJCOSX def2/J DEFGRID3
* xyz 0 1
C -2.698 -3.164 -0.990
C -2.696 -3.196 -2.536
Br -4.243 -2.201 -3.263
C -1.341 -2.808 -3.203
C -0.504 -1.758 -2.472
C 0.801 -2.049 -2.175
C 1.720 -1.164 -1.469
C 3.170 -1.590 -1.192
C 3.287 -3.081 -0.742
C 4.580 -3.804 -1.227
C 5.845 -2.953 -1.100
O 6.133 -2.015 -1.810
O 6.735 -3.324 -0.116
C 1.295 0.072 -1.047
C 2.126 1.088 -0.270
C 1.630 1.038 1.223
C 2.601 1.761 2.204
S 1.621 2.660 3.486
C -0.063 0.469 -1.355
N -0.648 1.632 -1.066
S -2.168 1.554 -1.633
N -2.166 0.069 -2.282
C -0.956 -0.446 -2.067
H -2.261 -2.256 -0.552
H -2.255 -4.106 -0.627
H -3.757 -3.180 -0.670
H -2.894 -4.243 -2.824
H -0.751 -3.729 -3.360
H -1.558 -2.400 -4.211
H 1.140 -3.035 -2.516
H 3.763 -1.485 -2.120
H 3.632 -0.978 -0.406
H 2.410 -3.665 -1.057
H 3.315 -3.130 0.365
H 4.511 -4.140 -2.276
H 4.735 -4.686 -0.580
H 7.617 -3.040 -0.400
H 3.208 0.902 -0.297
H 1.923 2.114 -0.627
H 1.492 -0.020 1.513
H 0.637 1.507 1.267
H 3.223 1.048 2.766
H 3.248 2.476 1.674
H 0.312 2.595 3.131
C 1.016 7.504 3.833
C 0.450 7.629 2.429
C -0.432 6.393 2.339
O -0.900 6.122 3.665
C -0.161 6.921 4.596
H 1.369 8.445 4.247
H 1.850 6.795 3.835
H -0.162 8.533 2.354
H 1.210 7.668 1.649
H 0.139 5.522 1.998
H -1.285 6.532 1.671
H -0.826 7.712 4.964
H 0.147 6.305 5.442
C -4.979 -7.313 -5.142
C -6.122 -7.867 -4.305
C -5.956 -7.100 -3.004
O -5.397 -5.827 -3.343
C -4.952 -5.857 -4.706
H -5.121 -7.433 -6.215
H -4.043 -7.805 -4.864
H -7.078 -7.614 -4.770
H -6.085 -8.948 -4.170
H -5.258 -7.607 -2.329
H -6.902 -6.954 -2.479
H -5.645 -5.252 -5.300
H -3.957 -5.415 -4.777
C -9.238 -1.870 -2.906
C -9.932 -2.045 -4.248
C -9.001 -1.289 -5.182
O -7.685 -1.406 -4.633
C -7.772 -1.932 -3.303
H -9.511 -2.623 -2.167
H -9.473 -0.885 -2.492
H -9.955 -3.104 -4.519
H -10.954 -1.667 -4.268
H -9.257 -0.225 -5.224
H -9.009 -1.687 -6.198
H -7.410 -2.965 -3.325
H -7.130 -1.354 -2.638
C 1.380 -8.169 -1.020
C 1.187 -7.981 0.476
C 1.638 -6.543 0.670
O 1.336 -5.848 -0.548
C 0.993 -6.803 -1.561
H 0.783 -8.977 -1.441
H 2.432 -8.372 -1.236
H 0.128 -8.080 0.729
H 1.749 -8.690 1.084
H 2.721 -6.484 0.833
H 1.135 -6.053 1.504
H -0.086 -6.736 -1.736
H 1.512 -6.555 -2.489
C 4.469 11.662 3.344
C 3.904 11.794 1.938
C 3.020 10.561 1.838
O 2.547 10.286 3.163
C 3.286 11.079 4.098
H 4.822 12.602 3.767
H 5.301 10.953 3.345
H 3.294 12.699 1.866
H 4.666 11.836 1.160
H 3.588 9.690 1.494
H 2.169 10.706 1.170
H 2.623 11.869 4.468
H 3.592 10.458 4.943
C 6.501 -9.484 -0.491
C 5.983 -9.319 -1.907
C 5.114 -10.554 -2.069
O 4.597 -10.874 -0.768
C 5.302 -10.097 0.212
H 6.832 -8.553 -0.033
H 7.339 -10.186 -0.481
H 5.367 -8.417 -1.975
H 6.769 -9.251 -2.658
H 5.701 -11.411 -2.416
H 4.287 -10.394 -2.762
H 4.619 -9.322 0.581
H 5.588 -10.734 1.049
C -0.603 11.169 5.689
C -0.751 11.394 7.185
C -0.282 12.833 7.331
O -0.612 13.499 6.108
C -0.993 12.527 5.128
H -1.220 10.358 5.303
H 0.440 10.950 5.447
H -1.803 11.312 7.471
H -0.178 10.695 7.795
H 0.805 12.885 7.462
H -0.756 13.348 8.168
H -2.077 12.600 4.983
H -0.500 12.749 4.181
*
```

Calculated total energy in a.u.: -5879.69989
Frontier orbital gap in eV: 8.2
E_HOMO in eV: -8.4

---

2.
DFT (ωB97M-V/def2-TZVPD) results for 10 unconnected molecules or ions with the total composition C44H80F12N14O2P2 at a distorted geometry.

The geometry in ORCA input format:
```
! wB97M-V def2-TZVPD RIJCOSX def2/J DEFGRID3
* xyz 4 1
C -4.572 -21.617 -6.841
C -4.133 -20.244 -6.365
N -4.361 -20.020 -4.927
C -3.426 -19.498 -4.042
C -4.049 -19.487 -2.858
N -5.366 -19.825 -2.992
C -5.510 -20.115 -4.293
C -6.350 -20.000 -1.932
H -5.637 -21.753 -7.021
H -4.247 -22.449 -6.214
H -4.037 -21.771 -7.780
H -4.668 -19.451 -6.894
H -3.088 -20.036 -6.579
H -2.410 -19.319 -4.345
H -3.651 -19.230 -1.887
H -6.391 -20.565 -4.715
H -6.404 -19.046 -1.405
H -5.943 -20.712 -1.213
H -7.356 -20.307 -2.189
C -16.472 -20.880 -1.533
C -15.378 -21.683 -0.897
N -15.094 -21.370 0.521
C -13.927 -20.815 0.985
C -14.139 -20.540 2.287
N -15.365 -20.984 2.613
C -15.968 -21.437 1.525
C -15.993 -20.911 3.941
H -16.588 -21.040 -2.608
H -16.489 -19.800 -1.375
H -17.452 -21.206 -1.167
H -14.373 -21.641 -1.326
H -15.641 -22.746 -0.850
H -13.061 -20.557 0.404
H -13.520 -20.021 2.998
H -16.942 -21.890 1.582
H -16.369 -21.899 4.188
H -16.753 -20.134 3.937
H -15.236 -20.623 4.662
C -11.677 -21.464 -9.376
C -11.546 -22.664 -8.405
N -11.888 -22.177 -7.056
C -13.151 -22.051 -6.560
C -13.162 -21.575 -5.301
N -11.808 -21.453 -4.995
C -11.090 -21.752 -6.054
C -11.225 -20.963 -3.732
H -11.702 -20.495 -8.887
H -12.648 -21.556 -9.871
H -10.927 -21.495 -10.159
H -10.482 -22.898 -8.407
H -12.115 -23.557 -8.629
H -14.001 -22.270 -7.192
H -13.918 -21.349 -4.575
H -10.023 -21.881 -6.137
H -11.764 -20.126 -3.308
H -10.217 -20.601 -3.946
H -11.038 -21.821 -3.091
C -10.501 -25.878 -3.246
C -9.429 -24.805 -3.041
N -9.424 -24.229 -1.688
C -10.573 -23.883 -1.020
C -10.224 -23.304 0.157
N -8.854 -23.362 0.187
C -8.392 -23.854 -0.950
C -7.956 -22.869 1.241
H -10.308 -26.610 -2.461
H -10.297 -26.331 -4.212
H -11.519 -25.515 -3.152
H -9.507 -24.046 -3.823
H -8.435 -25.251 -3.093
H -11.541 -24.113 -1.422
H -10.682 -22.857 1.034
H -7.334 -23.968 -1.105
H -8.543 -22.889 2.158
H -7.564 -21.881 1.044
H -7.188 -23.609 1.457
C -10.459 -13.324 6.175
C -11.201 -13.758 4.927
N -10.452 -13.501 3.689
C -9.474 -12.594 3.439
C -8.996 -12.797 2.197
N -9.636 -13.932 1.749
C -10.547 -14.308 2.643
C -9.577 -14.618 0.449
H -10.275 -12.248 6.261
H -9.391 -13.602 6.152
H -10.871 -13.767 7.074
H -12.166 -13.259 4.875
H -11.367 -14.829 5.029
H -9.156 -11.870 4.168
H -8.252 -12.344 1.570
H -11.295 -15.097 2.564
H -9.503 -13.834 -0.303
H -10.488 -15.201 0.396
H -8.678 -15.226 0.403
C -12.028 -19.600 6.453
C -11.927 -18.102 6.661
N -10.532 -17.669 6.634
C -9.772 -17.596 5.495
C -8.594 -17.053 5.832
N -8.570 -16.942 7.206
C -9.748 -17.336 7.639
C -7.392 -16.663 8.035
H -13.068 -19.821 6.215
H -11.583 -20.255 7.194
H -11.514 -19.836 5.515
H -12.479 -17.798 7.553
H -12.447 -17.519 5.903
H -10.157 -17.891 4.533
H -7.767 -16.768 5.207
H -10.121 -17.351 8.651
H -7.197 -15.592 7.957
H -6.512 -17.192 7.690
H -7.680 -16.891 9.055
C -13.315 -14.512 -8.358
C -13.769 -14.910 -6.953
N -12.624 -15.126 -6.046
C -11.658 -14.175 -5.803
C -10.828 -14.720 -4.883
N -11.383 -15.904 -4.474
C -12.389 -16.192 -5.299
C -10.877 -16.684 -3.349
H -14.027 -14.838 -9.116
H -12.343 -14.904 -8.654
H -13.330 -13.426 -8.462
H -14.338 -15.835 -7.008
H -14.369 -14.101 -6.543
H -11.533 -13.293 -6.404
H -9.888 -14.383 -4.483
H -12.996 -17.078 -5.262
H -10.207 -17.500 -3.604
H -11.699 -17.013 -2.710
H -10.351 -16.049 -2.638
C -13.808 -16.543 1.863
C -13.738 -16.868 3.352
O -14.448 -17.766 3.886
O -12.905 -16.106 3.985
H -14.203 -15.533 1.764
H -14.418 -17.226 1.270
H -12.769 -16.621 1.550
P -10.346 -18.958 0.355
F -10.974 -20.084 -0.671
F -8.918 -19.676 0.259
F -9.951 -17.793 -0.766
F -9.917 -17.896 1.502
F -11.768 -18.190 0.304
F -10.833 -19.919 1.564
P -10.710 -23.029 4.385
F -10.251 -21.841 3.320
F -10.905 -24.035 3.104
F -9.147 -23.399 4.489
F -11.117 -24.253 5.333
F -10.595 -21.951 5.586
F -12.275 -22.644 4.297
*
```

Calculated total energy in a.u.: -4521.93360
Energy relative to the best compared isomer or geometry (same formula, charge and spin) in kcal per mole: 63.6
Frontier orbital gap in eV: 5.2
E_HOMO in eV: -13.8